The following is a DFT calculation (the ωB97M-V functional and the def2-TZVPD basis) of a cluster of 12 separate species, C14H52N20O12 in total at a distorted geometry.

XYZ file:
```
98
Properties=species:S:1:pos:R:3
N -5.66959 -4.67365 1.54496
C -4.61289 -4.24220 0.83908
N -3.55727 -5.04272 1.15377
O -4.60160 -3.28627 0.03750
H -6.63395 -4.46555 1.32860
H -5.53177 -5.25385 2.36010
H -2.64187 -4.74165 0.85132
H -3.77086 -5.96185 1.51390
N 4.99186 0.96423 4.68131
C 4.21466 0.15275 5.31333
N 3.01885 0.29666 4.88342
O 4.56594 -0.62041 6.17604
H 4.69804 1.43201 3.83575
H 5.97839 0.92845 4.89480
H 2.33963 -0.15561 5.47856
H 2.74278 0.80402 4.05488
N 7.53969 1.68259 -2.58535
C 6.49124 1.56515 -3.40526
N 6.79943 1.70011 -4.61539
O 5.40677 1.11320 -3.03398
H 7.43846 1.45141 -1.60738
H 8.44967 1.88147 -2.97581
H 7.73010 1.83564 -4.98361
H 5.96954 1.55260 -5.17183
N 1.25986 -0.11618 -0.35822
C 0.21312 -0.00752 0.48246
N -0.59033 -0.94378 0.17450
O 0.06707 0.89651 1.27340
H 2.13845 0.37286 -0.26336
H 1.15963 -0.77290 -1.11900
H -0.20309 -1.65598 -0.42792
H -1.49634 -0.97349 0.61987
N 1.92611 0.01200 -5.86649
C 0.97214 0.88935 -5.71926
N 1.09646 1.70928 -4.67065
O 0.03765 0.93844 -6.46897
H 2.79326 0.07034 -5.35195
H 1.80596 -0.61493 -6.64919
H 0.31145 2.30360 -4.44557
H 1.74399 1.33166 -3.99373
N -7.11387 0.34106 0.89559
C -7.18620 0.60751 2.11492
N -8.09698 1.49406 2.10651
O -6.77767 -0.09492 3.04685
H -6.55560 -0.44321 0.59010
H -7.43454 1.00714 0.20738
H -8.25793 1.77518 3.06315
H -8.58134 1.73282 1.25298
N -4.32380 5.58575 1.45732
C -3.34337 5.24437 0.64873
N -2.24528 5.15496 1.33430
O -3.51594 5.10227 -0.56087
H -5.19802 5.75055 0.97910
H -4.19611 5.50893 2.45626
H -1.41596 4.66279 1.03416
H -2.26264 5.55738 2.26050
N -1.28890 -3.93549 -3.24194
C -0.02337 -3.99270 -3.24567
N 0.37519 -4.22796 -4.45286
O 0.71605 -3.88721 -2.26523
H -1.71449 -3.87449 -2.32803
H -1.82704 -3.73571 -4.07296
H -0.23096 -4.11833 -5.25328
H 1.37113 -4.21736 -4.62046
N -3.91441 -2.89426 5.97868
C -2.83356 -2.38797 5.53094
N -2.86882 -1.37393 4.65123
O -1.74290 -2.80704 5.94702
H -4.80035 -2.76159 5.51219
H -3.81604 -3.62157 6.67253
H -2.25904 -0.57294 4.73296
H -3.84032 -1.12509 4.53128
N -4.40062 0.98599 -2.95511
C -4.43752 1.26044 -4.23089
N -4.56101 2.50353 -4.50750
O -4.25644 0.38833 -5.08786
H -3.95431 0.11145 -2.71829
H -4.55511 1.69521 -2.25280
H -4.55550 3.16857 -3.74738
H -4.62683 2.79816 -5.47133
C 5.94047 -4.84716 1.49394
C 5.18811 -4.15239 0.32707
O 5.08718 -5.11040 -0.68714
H 6.83919 -5.29068 1.06532
H 5.27199 -5.53805 2.00764
H 6.22782 -4.16008 2.28983
H 5.70879 -3.27429 -0.05492
H 4.22496 -3.77415 0.66967
H 4.18781 -4.92363 -0.96610
C 3.96459 5.96134 1.52933
C 4.55356 4.85053 0.60143
O 4.29475 3.58352 1.32123
H 4.24343 6.98997 1.30076
H 4.15034 5.91420 2.60235
H 2.87659 5.95441 1.46377
H 5.63799 4.95979 0.58801
H 4.10623 4.93976 -0.38854
H 3.45598 3.19680 1.05946
```

Properties
Energy (Ha): -2562.75856
Energy above the lowest of the compared OMol25 structures with the same formula, charge and spin (eV): 9.4214
SMILES: NC(N)=O.NC(N)=O.NC(N)=O.NC(N)=O.NC(N)=O.NC(N)=O.NC(N)=O.NC(N)=O.NC(N)=O.NC(N)=O.CCO.CCO
Maximum force (eV/Å): 10.4